# 1
Formula: C3H13NO2
Source: the OMol25 dataset
Level of theory: ωB97M-V/def2-TZVPD

Results
* SMILES: CCNC.O.O
* LUMO level: 0.79 eV

Positions of all 19 atoms, in Å:
C (0.48480, 0.29940, -1.69585)
C (0.67596, 0.53131, -0.19729)
N (0.75981, -0.71720, 0.53103)
C (1.68956, -0.76606, 1.65537)
H (1.44135, -0.03455, -2.08811)
H (0.29409, 1.28221, -2.14159)
H (-0.41740, -0.25042, -1.93232)
H (0.05192, 1.30845, 0.25078)
H (1.64013, 1.07790, -0.12623)
H (0.92468, -1.44290, -0.15040)
H (1.12714, -0.89333, 2.58507)
H (2.29839, -1.67147, 1.64003)
H (2.30901, 0.12891, 1.67639)
O (-2.46175, 1.02750, -1.47938)
H (-2.44087, 0.56063, -0.65690)
H (-1.80102, 1.69914, -1.62773)
O (-2.53250, -0.76514, 1.06776)
H (-1.66734, -1.12686, 0.82679)
H (-2.37596, -0.24753, 1.86258)

# 2
Formula: C31H46F3NO20
Source: the OMol25 dataset
Level of theory: ωB97M-V/def2-TZVPD

Results
* SMILES: CCO[C@H]1NC(=O)C[C@H]1C(F)(F)F.C[C@@H]1COC(=O)O1.C[C@@H]1COC(=O)O1.C[C@@H]1COC(=O)O1.C[C@@H]1COC(=O)O1.C[C@@H]1COC(=O)O1.C[C@@H]1COC(=O)O1
* LUMO level: -0.04 eV

Positions of all 101 atoms, in Å:
C (5.82033, 0.01541, 0.01959)
C (5.17332, 0.68960, -1.18788)
O (3.74838, 0.65738, -1.15912)
C (3.14290, 1.39003, -0.14818)
N (2.79893, 2.77203, -0.56140)
C (1.52000, 3.08433, -0.09065)
O (1.18594, 4.16170, 0.37068)
C (0.70905, 1.80664, -0.22430)
C (1.75857, 0.80044, 0.26812)
C (1.48303, -0.63366, -0.10332)
F (1.45160, -0.85304, -1.42408)
F (0.28721, -1.00689, 0.38065)
F (2.39588, -1.48027, 0.42285)
H (5.25399, -0.88114, 0.29201)
H (6.85420, -0.25992, -0.20953)
H (5.84749, 0.67329, 0.89747)
H (5.53579, 1.72222, -1.30477)
H (5.45024, 0.15613, -2.10317)
H (3.76370, 1.45686, 0.75301)
H (3.47001, 3.47887, -0.28327)
H (-0.21814, 1.80654, 0.35159)
H (0.49272, 1.67271, -1.29274)
H (1.73812, 0.82405, 1.36415)
C (3.35400, -3.87798, 2.18564)
C (4.34327, -4.91201, 2.65996)
C (5.69327, -4.36771, 3.08519)
O (6.58037, -5.43812, 2.75149)
C (6.01231, -6.16253, 1.75530)
O (6.56645, -6.99995, 1.12567)
O (4.72227, -5.78640, 1.58230)
H (2.37419, -4.32462, 2.02042)
H (3.24778, -3.08156, 2.92314)
H (3.68770, -3.44686, 1.24320)
H (3.91483, -5.53401, 3.45059)
H (5.76392, -4.14848, 4.14728)
H (5.97587, -3.48410, 2.50616)
C (-2.43332, -2.94471, -0.03974)
C (-1.94610, -3.53331, 1.25754)
C (-1.90978, -5.04741, 1.32091)
O (-2.13889, -5.30784, 2.71213)
C (-2.82183, -4.25561, 3.22490)
O (-3.32648, -4.24572, 4.30160)
O (-2.84562, -3.23442, 2.34652)
H (-2.29812, -1.86598, -0.05112)
H (-1.87928, -3.35942, -0.88230)
H (-3.49696, -3.14724, -0.17350)
H (-0.97056, -3.11377, 1.51838)
H (-0.95832, -5.47693, 1.01848)
H (-2.71868, -5.49981, 0.74234)
C (-2.44521, -6.70881, 6.20160)
C (-2.54543, -7.15303, 7.63769)
C (-1.23062, -7.22571, 8.38843)
O (-1.45914, -8.28427, 9.32391)
C (-2.41740, -9.09662, 8.81192)
O (-2.70397, -10.16130, 9.25128)
O (-2.99218, -8.52101, 7.73302)
H (-3.42868, -6.55085, 5.76689)
H (-1.89958, -5.76886, 6.13090)
H (-1.93040, -7.46709, 5.60971)
H (-3.26496, -6.53844, 8.18531)
H (-0.97965, -6.31272, 8.92198)
H (-0.40371, -7.50974, 7.73216)
C (-1.13862, 6.45698, 0.79757)
C (-1.71352, 6.85680, -0.53529)
C (-1.93391, 8.34360, -0.73579)
O (-3.06357, 8.37387, -1.61760)
C (-3.76569, 7.22514, -1.44081)
O (-4.84703, 7.02723, -1.88906)
O (-3.05617, 6.35314, -0.69640)
H (-0.88503, 5.40056, 0.80950)
H (-0.22845, 7.02253, 0.99882)
H (-1.86062, 6.64657, 1.59326)
H (-1.11375, 6.44527, -1.35206)
H (-1.09202, 8.85158, -1.19916)
H (-2.20197, 8.84820, 0.19541)
C (-4.32163, 9.07606, -5.19339)
C (-3.05530, 8.54578, -5.81137)
C (-1.80201, 9.33226, -5.48340)
O (-0.99695, 9.14102, -6.65100)
C (-1.82505, 8.87927, -7.69352)
O (-1.48934, 8.85391, -8.83134)
O (-3.08149, 8.65400, -7.24836)
H (-5.15211, 8.39037, -5.35195)
H (-4.18422, 9.20098, -4.11857)
H (-4.58872, 10.03670, -5.63511)
H (-2.91884, 7.48856, -5.56786)
H (-1.27308, 8.96483, -4.60778)
H (-2.00938, 10.39919, -5.36850)
C (-0.23294, -3.23590, -5.25418)
C (-1.18000, -2.12749, -4.87101)
C (-0.72047, -0.72796, -5.23195)
O (-1.30248, 0.06802, -4.19257)
C (-1.48707, -0.72190, -3.11243)
O (-1.76933, -0.33226, -2.02610)
O (-1.29506, -2.02042, -3.43768)
H (-0.68163, -4.21261, -5.08001)
H (0.02496, -3.16051, -6.31089)
H (0.67981, -3.17162, -4.66134)
H (-2.18271, -2.31593, -5.26321)
H (-1.07579, -0.38453, -6.19948)
H (0.36663, -0.62961, -5.18044)

# 3
Formula: C8H14N2O6
Source: the OMol25 dataset
Level of theory: ωB97M-V/def2-TZVPD

Results
* SMILES: C[C@@H](O)[C@H](NC(=O)[C@@H](N)CC(=O)O)C(=O)O
* LUMO level: 0.41 eV

Positions of all 30 atoms, in Å:
C (-1.70681, -1.33075, 1.49886)
C (-1.73208, -1.25073, -0.02053)
O (-2.94082, -1.82202, -0.57138)
C (-1.70245, 0.19187, -0.56316)
N (-0.43953, 0.83307, -0.29613)
C (0.68671, 0.48936, -0.91588)
O (0.76067, -0.43742, -1.74658)
C (1.91023, 1.35241, -0.57815)
N (1.74311, 1.98469, 0.72093)
C (3.19396, 0.48138, -0.71389)
C (3.16381, -0.66754, 0.27306)
O (3.64418, -0.58877, 1.38194)
O (2.50693, -1.76885, -0.10913)
C (-2.81663, 1.07269, 0.02399)
O (-2.58917, 2.15573, 0.49851)
O (-4.04142, 0.55161, -0.02297)
H (-2.60490, -0.80709, 1.93373)
H (-0.81826, -0.84261, 1.85866)
H (-1.68776, -2.38267, 1.84276)
H (-0.87490, -1.77557, -0.42884)
H (-3.08129, -2.70831, -0.13717)
H (-1.86116, 0.09086, -1.64638)
H (-0.43245, 1.60982, 0.32119)
H (1.93976, 2.10767, -1.28487)
H (2.02447, 1.36630, 1.45432)
H (2.32434, 2.82971, 0.76936)
H (3.29368, 0.12348, -1.74770)
H (4.05986, 1.07016, -0.48895)
H (2.05725, -1.53870, -0.96076)
H (-3.97934, -0.38978, -0.34483)

# 4
Formula: C4H11NO3
Source: the OMol25 dataset
Level of theory: ωB97M-V/def2-TZVPD

Results
* LUMO level: -5.14 eV

Positions of all 19 atoms, in Å:
C (-0.36477, -0.77050, 0.04861)
C (2.50761, 0.21477, -0.76194)
C (3.75565, 0.56780, -0.94900)
O (-2.19905, -1.84592, -0.51995)
N (-0.00678, -0.46125, 1.31419)
C (-0.68399, 0.85313, 1.73516)
O (-1.18147, 1.56894, 0.78274)
H (-1.16520, -0.16591, -0.36328)
H (-0.38809, -1.82851, -0.25697)
H (4.23466, 1.08719, -0.11623)
H (1.87167, 1.01727, -0.33368)
H (4.37317, 0.16725, -1.75022)
H (0.74124, -0.07238, 0.52344)
H (-1.43495, 0.45540, 2.44926)
H (0.12866, 1.32171, 2.33265)
H (-2.71012, -0.56766, -1.22587)
H (-2.47238, -2.74011, -0.78321)
H (-2.25693, 0.76795, -0.69454)
O (-2.74896, 0.43084, -1.43118)

# 5
Formula: C34H36IN4O3Pt
Source: the OMol25 dataset
Level of theory: ωB97M-V/def2-TZVPD

Results
* net charge: +1
* LUMO level: -3.88 eV

Positions of all 79 atoms, in Å:
Pt (0.51343, 0.18056, -0.60048)
C (-0.19482, 0.59288, 4.11867)
C (1.16446, 0.24763, 3.59091)
N (2.13674, 0.12301, 4.45965)
C (3.37386, -0.19376, 4.03600)
C (3.69102, -0.41104, 2.72047)
C (5.09563, -0.76550, 2.32489)
O (5.28061, -2.17351, 2.16761)
C (2.64495, -0.29216, 1.77475)
C (2.97214, -0.55179, 0.38742)
N (2.58088, 0.16667, -0.62626)
C (3.28018, -0.09314, -1.85252)
C (4.66931, -0.19261, -1.82808)
C (5.39280, -0.42424, -2.98252)
C (4.73864, -0.53504, -4.20164)
C (3.36304, -0.39001, -4.25171)
C (2.65519, -0.15804, -3.08596)
I (0.60598, 0.17014, -3.22182)
C (1.35660, 0.04760, 2.19479)
O (0.33155, 0.15566, 1.37817)
H (-0.14011, 0.71421, 5.19645)
H (-0.91098, -0.20180, 3.89767)
H (-0.56090, 1.52269, 3.68737)
H (4.12886, -0.27266, 4.80928)
H (5.79876, -0.41639, 3.08103)
H (5.37466, -0.27059, 1.38902)
H (4.43196, -2.61040, 2.27887)
H (3.66675, -1.37328, 0.21520)
H (5.19293, -0.07315, -0.88877)
H (6.46881, -0.50686, -2.92959)
H (5.29562, -0.71141, -5.11045)
H (2.85118, -0.44500, -5.20266)
C (-0.49739, 3.65056, 1.69871)
C (-1.12001, 4.31989, 0.50783)
C (-1.24465, 5.70378, 0.47034)
C (-1.80024, 6.34131, -0.62580)
C (-2.23171, 5.59275, -1.70875)
C (-2.11926, 4.21016, -1.70150)
C (-2.58694, 3.40195, -2.88426)
C (-1.58756, 3.57904, -0.57343)
N (-1.49845, 2.14737, -0.61530)
C (-2.40233, 1.34816, -0.18210)
C (-3.69415, 1.70033, 0.45427)
C (-2.39715, -0.95483, -0.14527)
C (-3.66464, -1.28187, 0.54971)
N (-1.51815, -1.76946, -0.60174)
C (-1.63445, -3.19791, -0.54492)
C (-1.11902, -3.92610, 0.52494)
C (-0.41095, -3.24819, 1.66555)
C (-1.26352, -5.30848, 0.51777)
C (-1.89062, -5.95616, -0.53354)
C (-2.37307, -5.22030, -1.60337)
C (-2.23860, -3.83958, -1.62904)
C (-2.76181, -3.04386, -2.79709)
H (-0.07936, 4.38770, 2.38155)
H (0.30944, 2.98428, 1.39440)
H (-1.23965, 3.06750, 2.24582)
H (-0.89224, 6.29134, 1.30831)
H (-1.88557, 7.41911, -0.64164)
H (-2.65326, 6.09107, -2.57227)
H (-2.79985, 4.04833, -3.73293)
H (-3.49939, 2.84783, -2.65020)
H (-1.82266, 2.68860, -3.19725)
H (-3.80790, 2.78050, 0.38601)
H (-3.70909, 1.40308, 1.50330)
H (-4.53178, 1.22408, -0.05400)
H (-3.71431, -0.81736, 1.53439)
H (-3.70424, -2.36299, 0.66627)
H (-4.52465, -0.95283, -0.03369)
H (-1.07249, -2.56519, 2.20261)
H (0.44340, -2.67890, 1.29994)
H (-0.04318, -3.98248, 2.37984)
H (-0.87128, -5.88772, 1.34382)
H (-1.99187, -7.03266, -0.52479)
H (-2.85131, -5.72734, -2.43162)
H (-2.98794, -3.69683, -3.63738)
H (-2.02511, -2.31414, -3.13645)
H (-3.67831, -2.51020, -2.53282)
O (-1.56247, 0.18800, -0.67007)

# 6
Formula: C23H60BN8O19
Source: the OMol25 dataset
Level of theory: ωB97M-V/def2-TZVPD

Results
* net charge: -1
* LUMO level: 0.23 eV

Positions of all 111 atoms, in Å:
O (-2.84710, 1.41865, -1.02703)
C (-1.68918, 0.98891, -0.82511)
O (-1.29608, 0.23733, 0.19793)
B (0.17953, 0.06105, 0.15959)
O (0.61309, 0.67858, -1.12482)
C (-0.43775, 1.18504, -1.70860)
O (-0.34133, 1.83402, -2.74597)
O (0.66566, -1.36295, 0.09264)
C (1.28609, -1.64627, 1.27119)
O (1.64929, -2.71487, 1.73872)
C (1.40917, -0.28410, 2.03676)
O (0.75834, 0.63385, 1.39452)
O (2.04477, -0.15590, 3.05602)
O (-0.71946, -3.88387, 2.07735)
H (-0.12271, -3.14466, 2.19437)
H (-1.46854, -3.51574, 1.60875)
O (3.48079, 0.88309, 0.28082)
H (3.83764, 1.18627, 1.11567)
H (2.57945, 1.20523, 0.27395)
C (1.72285, 2.18174, 4.53369)
O (2.63367, 2.70542, 3.86005)
N (1.51254, 2.47191, 5.74519)
N (1.02245, 1.17089, 4.21210)
H (2.08391, 3.11220, 6.27779)
H (0.80241, 1.96596, 6.25494)
H (1.17631, 0.81041, 3.28126)
H (0.43611, 0.70413, 4.88919)
C (3.62983, -1.91876, 3.34971)
O (3.50036, -2.94317, 3.92262)
N (3.33774, -0.79023, 3.84545)
N (4.03343, -1.80164, 2.16473)
H (2.80097, -0.84816, 4.69904)
H (3.37567, 0.00835, 3.22825)
H (4.31918, -2.62507, 1.65444)
H (3.99038, -0.83885, 1.86259)
C (-3.41568, 3.82050, -0.66282)
O (-3.88240, 4.89461, -0.53150)
N (-3.84356, 3.07026, -1.62846)
N (-2.55148, 3.26544, 0.13325)
H (-3.61419, 2.11060, -1.84420)
H (-4.59812, 3.51089, -2.13498)
H (-2.49029, 2.25903, 0.19241)
H (-2.02918, 3.95555, 0.65385)
C (2.46034, 2.73978, -3.33969)
O (3.56181, 2.98260, -3.80372)
N (1.47744, 3.52400, -3.26368)
N (2.13185, 1.52949, -3.06628)
H (1.45085, 4.34114, -3.85669)
H (0.72363, 3.05209, -2.78498)
H (2.95370, 0.94576, -3.12869)
H (1.18678, 1.23436, -2.86667)
C (-2.43880, -3.38874, -2.41257)
C (-1.88238, -3.13845, -0.98302)
C (-0.44600, -2.62486, -0.90832)
O (-2.74258, -2.13579, -0.46113)
H (-3.50760, -3.59406, -2.47256)
H (-1.94984, -4.24910, -2.86955)
H (-2.21166, -2.57564, -3.10205)
H (-1.98434, -4.09618, -0.47264)
H (0.31435, -3.27541, -1.34047)
H (-0.19541, -2.37982, 0.12379)
H (-0.25658, -1.65829, -1.37520)
H (-2.27011, -1.84393, 0.32194)
C (-2.87331, -0.13208, 2.26912)
C (-2.36068, -1.54272, 2.05816)
C (-3.42062, -2.65681, 2.00707)
O (-1.45474, -1.68900, 1.00112)
H (-3.62114, -0.04014, 1.48147)
H (-2.17853, 0.70568, 2.20954)
H (-3.41575, 0.01331, 3.20332)
H (-1.73760, -1.85091, 2.89774)
H (-3.82718, -2.63522, 0.99596)
H (-4.27014, -2.54709, 2.68115)
H (-2.97840, -3.62506, 2.24167)
H (-1.21719, -0.76665, 0.88102)
C (1.72840, 2.55585, 0.02672)
C (0.87375, 3.46145, 0.85542)
C (0.80052, 2.84746, 2.23946)
O (1.37802, 4.80363, 0.73299)
H (2.71337, 2.87766, -0.31149)
H (1.12757, 2.46391, -0.87806)
H (1.71394, 1.55746, 0.46388)
H (-0.14216, 3.42958, 0.46169)
H (1.78469, 2.82967, 2.70761)
H (0.24140, 1.92379, 2.38889)
H (0.39103, 3.62115, 2.88894)
H (0.62655, 5.38028, 0.88904)
C (-2.67440, 0.32250, -3.16168)
C (-3.08478, -0.80678, -4.04113)
C (-4.16579, -1.69195, -3.38355)
O (-3.49802, -0.30569, -5.22638)
H (-3.45540, 0.83097, -2.59635)
H (-2.03249, 1.05708, -3.64795)
H (-1.98474, 0.06522, -2.35777)
H (-2.15219, -1.33411, -4.24186)
H (-4.35559, -2.53754, -4.04466)
H (-5.15594, -1.25749, -3.24581)
H (-3.98178, -1.87825, -2.32546)
H (-4.33408, 0.15158, -5.11011)
C (3.39971, -0.64333, -1.95716)
C (3.79299, -2.10067, -1.47057)
C (2.62444, -2.89188, -1.07353)
O (4.63402, -2.76520, -2.40146)
H (4.29962, -0.07018, -2.18029)
H (3.05957, -0.13030, -1.05761)
H (2.62006, -0.81681, -2.69888)
H (4.45171, -2.11069, -0.60221)
H (2.92485, -3.88850, -0.75012)
H (1.80140, -2.93876, -1.78663)
H (2.35790, -2.41312, -0.13127)
H (5.11710, -2.07597, -2.86318)

Number 1: orbital gap 9.9 eV. Number 2: orbital gap 10.7 eV. Number 3: orbital gap 10.5 eV. Number 4: orbital gap 3.3 eV. Number 5: orbital gap 6.9 eV. Number 6: orbital gap 5.9 eV.